C24H70N26O17PS | ωB97M-V with the def2-TZVPD basis set

Values from the calculation:
HOMO level ... -10.3077 eV
Total charge ... +1
Frontier orbital gap ... 6.64 eV

```
139
C24H70N26O17PS ωB97M-V with the def2-TZVPD basis set
C 8.79043 0.42176 -1.12081
C 7.38653 1.15576 -1.02870
C 6.56545 1.05491 -2.38481
O 5.76362 2.22664 -2.59715
C 4.76398 1.98751 -3.57991
N 3.71955 1.03546 -3.10647
C 3.45845 -0.08093 -3.90957
C 2.44689 -1.08749 -3.56714
C 1.66133 -0.92244 -2.30050
P 0.41200 -2.25929 -1.94829
N -0.49398 -2.36721 -3.25398
O -0.59769 -1.96729 -0.69205
O 1.11939 -3.73347 -1.73688
C 1.96813 0.25649 -1.47114
S 1.10412 0.56300 0.08915
C 3.00233 1.18916 -1.93733
O 3.23464 2.30305 -1.14909
C 2.37309 3.34332 -1.75148
C 2.11108 4.54684 -0.79051
C 1.17537 5.56989 -1.59413
O 3.32846 5.18663 -0.36559
H 8.81659 -0.53174 -0.52824
H 9.57703 1.09628 -0.69213
H 9.10833 0.16644 -2.16627
H 6.76870 0.63351 -0.24113
H 7.56446 2.21621 -0.70965
H 7.31808 0.88484 -3.21736
H 5.96847 0.09984 -2.31939
H 5.30127 1.53919 -4.46836
H 4.32731 2.95318 -3.96453
H 4.05559 -0.18507 -4.86217
H 2.28697 -1.92708 -4.27966
H -0.19664 -1.66584 -3.93900
H -1.40364 -1.53361 -1.03732
H 1.39701 -4.11884 -2.58728
H 1.88442 0.06206 1.11402
H 2.80882 3.66644 -2.73345
H 1.35990 2.89601 -1.98695
H 1.52112 4.19777 0.10988
H 0.56953 4.95059 -2.32233
H 0.44157 6.04169 -0.89422
H 1.81916 6.29445 -2.15488
H 3.17002 6.14384 -0.31830
C -2.21461 2.86609 0.55970
O -1.81985 3.71668 -0.23347
N -1.37134 2.12205 1.31322
N -3.53482 2.59819 0.74974
H -1.66790 1.41344 1.97640
H -0.38855 2.29247 1.20079
H -4.19352 3.13018 0.20861
H -3.87605 1.90840 1.39385
C -3.78749 -4.10400 -4.50417
O -3.53974 -3.16458 -5.24547
N -4.83542 -4.94840 -4.71521
N -3.03941 -4.38930 -3.40322
H -5.05799 -5.72716 -4.11882
H -5.41187 -4.77114 -5.51898
H -2.25256 -3.78738 -3.21051
H -3.22939 -5.15621 -2.78509
C -1.67560 2.10402 4.73266
O -1.90530 1.37503 3.76468
N -2.51739 2.23623 5.77536
N -0.53824 2.83980 4.82406
H -2.33346 2.83185 6.56224
H -3.37036 1.70611 5.75938
H 0.11756 2.76852 4.06517
H -0.32303 3.44044 5.59892
C -8.32319 -5.73217 -3.67888
O -7.54113 -6.66912 -3.80671
N -9.66578 -5.88376 -3.72388
N -7.89676 -4.45239 -3.48092
H -10.31733 -5.12965 -3.62393
H -10.01666 -6.81383 -3.86960
H -6.90204 -4.30461 -3.44206
H -8.51147 -3.66690 -3.37333
C 1.72825 -0.49800 4.43662
O 2.13705 0.35798 3.64849
N 2.55963 -1.24357 5.19806
N 0.40628 -0.76032 4.60380
H 2.24948 -1.94678 5.84499
H 3.54514 -1.07522 5.09925
H -0.24679 -0.22159 4.05323
H 0.05249 -1.45131 5.23885
C 3.67536 -4.68278 6.74171
O 3.07449 -3.90748 6.01019
N 4.97605 -5.01923 6.53845
N 3.09329 -5.27336 7.81894
H 5.48722 -5.65215 7.12495
H 5.43975 -4.60187 5.75047
H 2.13080 -5.04862 8.00073
H 3.56793 -5.91130 8.43028
C -11.40161 -4.33953 -6.38858
O -11.44331 -4.74095 -5.23552
N -12.52037 -4.12908 -7.13198
N -10.23073 -4.06990 -7.02572
H -12.50762 -3.80058 -8.07944
H -13.40459 -4.31832 -6.69299
H -9.38178 -4.21517 -6.50607
H -10.17256 -3.74021 -7.97097
C -4.65220 1.84318 8.50516
O -4.35879 2.68015 7.66474
N -3.69381 1.17622 9.19574
N -5.93689 1.51599 8.81337
H -3.88228 0.48222 9.89441
H -2.73481 1.41038 8.97885
H -6.66493 1.99739 8.31487
H -6.18859 0.83112 9.50099
C -0.02288 1.49923 10.35412
O -0.76677 2.19331 9.67718
N 1.26645 1.25754 10.00198
N -0.42308 0.91168 11.51693
H 1.89522 0.69274 10.54133
H 1.59807 1.67907 9.14570
H -1.37152 1.07110 11.80841
H 0.17160 0.33965 12.08672
C 3.08373 3.20840 6.73639
O 2.73706 2.58015 7.72783
N 2.73307 2.83776 5.47597
N 3.84952 4.33130 6.81238
H 3.00593 3.33639 4.64953
H 2.16792 2.00974 5.38115
H 4.12770 4.63530 7.72913
H 4.14458 4.86067 6.01353
C 4.96509 0.96109 -7.49746
O 4.93401 0.58453 -6.32111
N 3.84712 1.17173 -8.22221
N 6.12767 1.19228 -8.15377
H 3.84687 1.47613 -9.17948
H 2.96695 1.00860 -7.76628
H 6.98128 1.04458 -7.64350
H 6.17754 1.49777 -9.10800
C 0.69065 1.06112 -10.37465
O 1.89634 0.90369 -10.22736
N -0.19997 0.04531 -10.23713
N 0.14256 2.26456 -10.68803
H -1.19061 0.15168 -10.35323
H 0.16944 -0.86058 -10.00577
H 0.77172 3.04049 -10.79844
H -0.84135 2.41428 -10.81312
```

Mulliken atomic charge list, values in e, 99 entries: -1.0346, -0.3409, -0.2315, -0.3171, -0.6324, 0.4912, -0.2740, -1.1615, 0.4201, 0.9509, -0.6772, -0.4129, -0.5480, 0.1541, 0.0814, 0.0344, -0.3585, -0.7110, 0.6592, -1.3396, -0.5364, 0.2696, 0.2706, 0.3314, 0.2096, 0.3443, 0.3047, 0.1473, 0.3386, 0.2282, 0.7737, 0.4134, 0.1652, 0.3537, 0.3525, 0.2551, 0.1391, 0.4375, -0.0373, 0.3246, 0.3691, 0.4898, 0.3418, 0.5293, -0.6957, 0.1036, -0.3987, 0.2439, -0.1139, 0.2266, 0.1790, 0.5804, -0.6761, -0.3862, -0.2968, 0.1871, 0.1655, 0.2679, 0.1680, 0.6431, -0.8205, -0.2696, -0.2695, 0.1420, 0.1438, 0.1686, 0.1627, 0.6444, -0.6791, -0.3187, -0.3671, 0.1996, 0.1783, 0.2192, 0.1699, 0.8523, -0.6594, -0.3028, -0.3519, 0.1337, 0.1813, 0.1387, 0.1682, 0.6662, -0.6697, -0.3966, -0.3903, 0.1706, 0.2129, 0.2132, 0.1697, 0.6140, -0.6283, -0.4226, -0.3312, 0.1542, 0.2230, 0.1844, 0.1703

C12H24B2F8O3Sn | ωB97M-V with the def2-TZVPD basis set

Values from the calculation:
HOMO level ... -10.1412 eV
Total charge ... 0
Frontier orbital gap ... 8.93 eV

```
50
C12H24B2F8O3Sn ωB97M-V with the def2-TZVPD basis set
Sn 1.71944 -0.37542 1.24878
B 0.74558 1.89675 3.10625
F -0.29179 2.40371 2.29584
F 0.44258 0.53864 3.39417
F 1.93253 1.81526 2.30793
F 0.84326 2.65088 4.24058
B 2.50885 -2.49101 -0.84789
F 2.31922 -1.59305 -1.89008
F 2.79007 -3.73969 -1.34456
F 3.51238 -2.03740 0.04905
F 1.35196 -2.51506 0.00563
C 1.48060 3.48428 -1.84615
C 2.21694 2.50261 -2.78543
C 2.71120 1.39430 -1.83284
O 2.23517 1.73093 -0.53822
C 2.06515 3.14961 -0.47918
H 0.41266 3.27103 -1.83033
H 1.64391 4.54114 -2.05073
H 3.02410 3.01629 -3.30051
H 1.50147 2.08277 -3.48960
H 3.80539 1.32177 -1.87220
H 2.40283 0.40673 -2.16637
H 3.00186 3.65405 -0.21848
H 1.40812 3.35146 0.36733
C -2.09453 -3.63510 2.17065
C -2.79465 -2.37906 2.67422
C -1.65468 -1.35926 2.73748
O -0.69911 -1.75678 1.72109
C -1.14503 -2.97109 1.14922
H -2.64390 -4.41898 1.66026
H -1.46161 -4.00298 2.98329
H -3.27449 -2.46560 3.65113
H -3.62069 -2.09646 2.01523
H -1.12979 -1.44969 3.68738
H -2.03796 -0.35018 2.60904
H -0.37353 -3.67156 0.85359
H -1.80489 -2.73102 0.30219
C -2.03903 -0.20468 -2.31223
C -2.30143 1.03418 -1.44547
C -1.57678 0.69375 -0.14987
O -0.46824 -0.11046 -0.55786
C -0.63450 -0.61751 -1.88727
H -2.10859 -0.01759 -3.38335
H -2.82698 -0.94390 -2.13688
H -3.35136 1.25986 -1.26806
H -1.88402 1.88021 -2.00056
H -2.28573 0.05185 0.38752
H -1.25069 1.51587 0.48259
H -0.39399 -1.67347 -1.97321
H 0.07275 -0.04093 -2.49313
```

Partial atomic charges computed with the natural (NBO) method, in multiples of e: 1.7451, 1.3446, -0.5627, -0.5822, -0.5944, -0.5275, 1.3395, -0.5522, -0.5354, -0.5755, -0.5975, -0.4253, -0.4342, -0.0989, -0.5883, -0.0709, 0.2063, 0.2204, 0.2155, 0.2120, 0.1739, 0.2298, 0.1753, 0.2169, -0.4256, -0.4400, -0.0688, -0.5917, -0.0574, 0.2246, 0.2003, 0.2237, 0.2034, 0.1893, 0.2019, 0.2178, 0.1544, -0.4341, -0.4257, -0.0762, -0.5960, -0.0616, 0.2229, 0.2037, 0.2214, 0.2000, 0.1611, 0.2320, 0.2132, 0.1728

C4H13NSi2 | ωB97M-V with the def2-TZVPD basis set

Values from the calculation:
HOMO level ... -8.0030 eV
ΔE to the lowest compared entry with this formula, charge and spin ... 2.431 eV
Total charge ... 0
Frontier orbital gap ... 8.76 eV

```
20
C4H13NSi2 ωB97M-V with the def2-TZVPD basis set
C -1.82157 0.23546 1.78682
C -1.35102 0.49932 -1.15179
C 2.31225 -0.27897 1.05754
C 1.70906 -0.54037 -1.27370
N 1.28008 -0.07131 0.04280
Si -2.61442 -0.19466 0.17252
Si -0.10610 0.96304 0.22401
H -2.11958 1.16057 2.16376
H -1.59002 -0.57735 2.56161
H -0.97412 -0.27918 -1.82291
H -1.57556 1.35435 -1.75728
H 2.73834 0.67191 1.59253
H 1.79680 -0.71392 1.86399
H 3.10815 -0.91313 0.57889
H 2.84181 -0.25709 -1.47664
H 1.55583 -1.64294 -1.40462
H 1.05614 0.02535 -1.91378
H -2.63693 -1.53534 -0.07936
H -3.91151 0.57134 0.06332
H 0.43742 2.24960 0.63414
```

Partial atomic charges computed with the natural (NBO) method, in multiples of e: -1.2127, -1.3270, -0.4075, -0.3949, -0.8910, 1.1496, 1.5092, 0.2203, 0.2510, 0.2631, 0.2575, 0.1813, 0.1974, 0.2046, 0.1847, 0.1847, 0.1995, -0.1949, -0.1787, -0.1960